No. 1
{
  "formula": "C5H5NO",
  "method": "ωB97M-V/def2-TZVPD",
  "species": ["O", "C", "C", "C", "C", "C", "N", "H", "H", "H", "H", "H"],
  "coordinates": [[0.07716, 0.24556, 2.19511], [0.64921, 0.06412, 1.16798], [1.90707, -0.40379, 0.66860], [2.11817, -0.15358, -0.60119], [-0.36174, 0.45797, -0.20778], [-1.51783, -0.45771, -0.50277], [-1.59506, 0.89606, -0.00305], [3.03270, -0.28041, -1.18841], [1.18695, 0.29936, -1.09391], [-1.64275, -1.29654, 0.18190], [-1.90538, -0.59313, -1.50597], [-1.94850, 1.22207, 0.88949]],
  "lumo_ev": [-0.74, -1.14],
  "homo_lumo_gap_ev": [8.127, 6.985],
  "e_above_lowest_kj_mol": 634.58,
  "homo_ev": [-8.87, -8.13],
  "multiplicity": 1,
  "max_force_ha_per_bohr": 0.0124
}

No. 2
{
  "formula": "C37H31N3NiS4Si",
  "method": "ωB97M-V/def2-TZVPD",
  "species": ["Ni", "C", "C", "C", "C", "C", "C", "C", "C", "S", "C", "N", "C", "C", "C", "C", "C", "C", "C", "C", "H", "H", "H", "H", "H", "H", "H", "H", "H", "H", "H", "H", "H", "H", "H", "H", "S", "C", "N", "C", "C", "C", "C", "C", "C", "S", "H", "H", "H", "H", "S", "C", "N", "C", "C", "C", "C", "C", "C", "Si", "C", "C", "C", "C", "C", "C", "H", "H", "H", "H", "H", "H", "H", "H", "H", "H", "H"],
  "coordinates": [[0.16391, -0.02006, 0.02118], [5.74753, -0.16593, -3.09822], [6.27041, 0.53576, -1.83876], [5.98328, 2.03491, -1.94836], [7.78638, 0.34106, -1.77546], [5.57525, -0.02775, -0.59297], [6.31461, -0.61054, 0.44479], [5.70131, -1.09924, 1.57927], [4.32177, -1.01026, 1.67711], [3.30614, -1.54220, 2.96358], [1.91059, -0.99875, 2.06947], [2.15005, -0.45696, 0.91640], [3.54142, -0.44896, 0.65971], [4.18547, 0.04393, -0.47325], [0.56318, -1.21817, 2.57347], [0.32131, -1.83990, 3.80659], [-0.97983, -2.04204, 4.20801], [-2.02004, -1.61021, 3.37001], [-1.75609, -0.99945, 2.16337], [-0.43954, -0.78429, 1.70222], [6.28833, 0.19876, -3.97830], [4.68583, 0.02040, -3.25611], [5.88597, -1.24878, -3.03014], [6.51299, 2.45494, -2.81035], [6.31113, 2.56250, -1.04866], [4.92028, 2.23339, -2.07800], [8.23612, 0.76061, -2.67878], [8.05838, -0.71758, -1.72636], [8.22555, 0.85203, -0.91321], [7.39132, -0.68143, 0.37476], [6.28817, -1.54117, 2.37536], [3.58912, 0.48930, -1.25671], [1.14242, -2.16755, 4.44127], [-1.19446, -2.52832, 5.15256], [-3.04928, -1.75951, 3.68421], [-2.58224, -0.66746, 1.54261], [-2.77775, -0.22540, -1.95790], [-1.73363, -1.52596, -1.78231], [-0.66831, -1.66223, -0.99837], [-0.09815, -2.92215, -1.08423], [0.99157, -3.37214, -0.33712], [1.49312, -4.64823, -0.54501], [0.92117, -5.50374, -1.48756], [-0.17945, -5.07966, -2.22348], [-0.68334, -3.80295, -2.00977], [-2.02818, -3.00071, -2.74846], [1.43701, -2.71524, 0.39205], [2.34683, -4.98056, 0.03484], [1.33168, -6.49438, -1.64523], [-0.64191, -5.73265, -2.95514], [-0.97552, 1.95212, 0.48857], [-0.07004, 2.70214, 1.70213], [0.54908, 3.22498, 2.53867], [2.15949, -1.83058, -5.38298], [1.62527, -0.58557, -5.69711], [1.22758, 0.27728, -4.67833], [1.37919, -0.04564, -3.31786], [1.92603, -1.30306, -3.04493], [2.29657, -2.19209, -4.04904], [0.65770, 1.08326, -1.89801], [1.80774, 2.62103, -1.77000], [2.37908, 3.02718, -0.55967], [3.10061, 4.21236, -0.45106], [3.28385, 5.02224, -1.56372], [2.73218, 4.64362, -2.78352], [1.99921, 3.46454, -2.87543], [2.44727, -2.51883, -6.17087], [1.50033, -0.29760, -6.73639], [0.76188, 1.22288, -4.94363], [2.03638, -1.61090, -2.01138], [2.68045, -3.17193, -3.78414], [-0.41422, 1.72498, -2.71718], [2.22603, 2.42044, 0.32687], [3.50385, 4.50746, 0.51176], [3.83955, 5.95014, -1.48007], [2.86751, 5.27141, -3.65834], [1.55148, 3.19468, -3.82808]],
  "lumo_ev": [3.98, 3.98],
  "homo_lumo_gap_ev": [5.495, 5.498],
  "total_charge": -2,
  "e_above_lowest_kj_mol": 37.56,
  "homo_ev": [-1.52, -1.52],
  "multiplicity": 1,
  "max_force_ha_per_bohr": 0.0176
}

No. 3
{
  "formula": "C4H8N2O",
  "method": "ωB97M-V/def2-TZVPD",
  "species": ["C", "C", "N", "C", "C", "O", "N", "H", "H", "H", "H", "H", "H", "H", "H"],
  "coordinates": [[-2.47336, 0.11917, -0.06266], [-1.21266, -0.44782, -0.27459], [-0.07514, 0.39795, -0.41116], [0.94031, -0.54593, -0.08733], [2.21138, 0.00535, 0.47612], [3.13639, 0.54348, -0.37620], [-0.11724, -0.37292, 0.89659], [-2.72390, 0.72781, -0.93896], [-2.29852, 1.02753, 0.62388], [-3.19536, -0.61445, 0.20058], [-1.23268, -1.42922, -0.79505], [0.96805, -1.49605, -0.57489], [2.70348, -0.73702, 1.09720], [1.79350, 0.72784, 1.28006], [2.78098, 0.82811, -1.24339]],
  "lumo_ev": 1.00,
  "homo_lumo_gap_ev": 10.442,
  "e_above_lowest_kj_mol": 470.91,
  "homo_ev": -9.44,
  "smiles": "C[C@H]1N2[C@@H](CO)N12",
  "multiplicity": 1,
  "max_force_ha_per_bohr": 0.1013
}

No. 4
{
  "formula": "C33H59N2O8S2",
  "method": "ωB97M-V/def2-TZVPD",
  "species": ["S", "C", "N", "C", "C", "N", "C", "C", "C", "C", "C", "S", "C", "H", "H", "H", "H", "H", "H", "H", "H", "H", "H", "H", "C", "C", "O", "C", "H", "H", "H", "H", "H", "H", "C", "C", "O", "C", "H", "H", "H", "H", "H", "H", "C", "C", "O", "C", "H", "H", "H", "H", "H", "H", "C", "C", "O", "C", "H", "H", "H", "H", "H", "H", "C", "C", "O", "C", "H", "H", "H", "H", "H", "H", "C", "C", "O", "C", "H", "H", "H", "H", "H", "H", "C", "C", "O", "C", "H", "H", "H", "H", "H", "H", "C", "C", "O", "C", "H", "H", "H", "H", "H", "H"],
  "coordinates": [[3.55504, -4.07129, -3.32498], [3.54770, -2.55538, -2.49385], [3.81489, -1.33629, -1.85812], [2.52277, -0.54580, -2.10708], [2.44869, 0.98390, -2.69206], [1.11094, 1.70528, -2.95440], [-0.24701, 1.02885, -2.67982], [-0.28138, -0.50722, -2.07813], [-1.75601, -1.19389, -1.82802], [-2.29879, -1.64819, -3.34340], [-1.37334, -2.84075, -4.00903], [-1.98974, -4.56254, -3.54493], [1.11920, -1.32746, -1.76706], [3.45439, 1.54270, -2.91135], [1.14084, 2.68823, -3.36141], [-1.25595, 1.61046, -2.91588], [-1.65477, -2.12249, -1.10960], [-2.49168, -0.41048, -1.32006], [-3.44458, -1.88787, -3.34995], [-2.11602, -0.68279, -4.02087], [-1.39937, -2.67998, -5.19052], [-0.24207, -2.79961, -3.70757], [-1.22874, -5.08190, -2.46125], [1.01805, -2.40976, -1.32564], [2.00028, 0.18339, 3.34500], [1.22576, 0.47998, 2.08879], [0.16080, -0.08576, 1.84670], [1.80447, 1.49558, 1.14037], [1.46322, -0.56795, 3.93361], [2.98632, -0.21238, 3.08876], [2.09882, 1.09206, 3.94407], [2.78178, 1.15828, 0.78585], [1.89428, 2.46272, 1.64116], [1.13849, 1.60773, 0.27820], [3.13408, -3.42618, -7.01518], [3.91575, -3.96622, -8.18278], [3.43381, -3.99795, -9.31394], [5.30983, -4.46577, -7.91292], [2.14596, -3.10210, -7.35871], [3.00366, -4.20753, -6.26216], [3.65427, -2.56651, -6.58547], [5.27638, -5.29348, -7.19992], [5.92699, -3.65246, -7.52324], [5.75348, -4.82578, -8.84727], [0.76203, -8.57886, -0.94005], [0.99964, -7.21518, -1.53153], [0.08322, -6.40415, -1.65481], [2.40179, -6.88213, -1.96614], [-0.29513, -8.67906, -0.67214], [1.01174, -9.35030, -1.67291], [1.36492, -8.70241, -0.03698], [2.72458, -7.57794, -2.74476], [3.07776, -6.93005, -1.10883], [2.42366, -5.86573, -2.37344], [-4.52384, -6.66095, -1.89295], [-5.90422, -7.05074, -2.34960], [-6.82833, -7.18233, -1.54866], [-6.11026, -7.27313, -3.82402], [-4.52382, -6.53391, -0.80516], [-3.81061, -7.44714, -2.15327], [-4.23278, -5.71462, -2.35558], [-5.46775, -8.08662, -4.17042], [-5.88992, -6.35411, -4.37273], [-7.15425, -7.54892, -4.00698], [-2.66243, 1.31112, 2.43207], [-2.87591, 2.73639, 2.86677], [-2.91950, 3.65375, 2.04863], [-3.03413, 2.99582, 4.34104], [-2.56469, 1.27497, 1.34186], [-1.74473, 0.92002, 2.87865], [-3.51941, 0.70039, 2.72682], [-2.13298, 2.67982, 4.87271], [-3.90766, 2.46020, 4.72088], [-3.18103, 4.06835, 4.50702], [-3.57559, 5.17998, 8.99484], [-2.79392, 4.63993, 7.82724], [-3.27586, 4.60821, 6.69608], [-1.39984, 4.14039, 8.09710], [-4.56371, 5.50405, 8.65131], [-3.70601, 4.39863, 9.74786], [-3.05540, 6.03965, 9.42455], [-1.43329, 3.31268, 8.81010], [-0.78268, 4.95370, 8.48678], [-0.95619, 3.78037, 7.16275], [1.25265, 6.10728, -2.04904], [1.46137, 5.83372, -3.51448], [1.69377, 4.69790, -3.92523], [1.37461, 7.00346, -4.45788], [1.34384, 5.17087, -1.48846], [2.01272, 6.80556, -1.68953], [0.25246, 6.51641, -1.88616], [2.14015, 7.74168, -4.20575], [0.37989, 7.45254, -4.40238], [1.54605, 6.65675, -5.48250], [2.55621, 7.26573, 9.05160], [1.47983, 6.99239, 8.03541], [0.54307, 6.23556, 8.28539], [1.59382, 7.68091, 6.70171], [2.34378, 6.70159, 9.96595], [3.52570, 6.94636, 8.66089], [2.57599, 8.33103, 9.29456], [2.52041, 7.38004, 6.20624], [1.57070, 8.76470, 6.83992], [0.74802, 7.38999, 6.06970]],
  "lumo_ev": -4.81,
  "homo_lumo_gap_ev": 5.700,
  "total_charge": 1,
  "homo_ev": -10.51,
  "multiplicity": 1,
  "max_force_ha_per_bohr": 0.1500
}